[1]
{
  "formula": "C3H3FO",
  "method": "the ωB97M-V functional and the def2-TZVPD basis",
  "gap_ev": 9.985,
  "max_force_ha_per_bohr": 0.077,
  "multiplicity": 1,
  "de_lowest_kcal_mol": 34.7,
  "e_homo_ev": -9.16,
  "elements": ["C", "C", "C", "O", "F", "H", "H", "H"],
  "xyz": [[-1.90, 0.01, -0.48], [0.15, 0.21, -0.34], [0.15, -0.93, 0.35], [-2.48, -0.49, 0.38], [0.27, -2.14, -0.30], [0.41, 0.31, -1.49], [-0.02, 1.11, 0.17], [-0.06, -0.96, 1.35]],
  "nbo_charge": [0.46, -0.49, 0.24, -0.53, -0.34, 0.25, 0.23, 0.17]
}



[2]
{
  "formula": "C3H3FO",
  "method": "the ωB97M-V functional and the def2-TZVPD basis",
  "gap_ev": 9.118,
  "max_force_ha_per_bohr": 0.082,
  "multiplicity": 1,
  "de_lowest_kcal_mol": 72.5,
  "e_homo_ev": -10.25,
  "elements": ["C", "C", "C", "O", "F", "H", "H", "H"],
  "xyz": [[-1.52, 0.14, -0.07], [-0.13, 0.27, -0.42], [-0.46, -0.72, 0.65], [-2.65, 0.45, -0.05], [-0.56, -2.42, -0.14], [0.13, -0.32, -1.29], [0.42, 1.17, -0.28], [0.01, -1.08, 1.59]],
  "nbo_charge": [0.59, -0.60, 0.10, -0.42, -0.51, 0.31, 0.27, 0.25]
}



[3]
{
  "formula": "C3H3FO2",
  "method": "the ωB97M-V functional and the def2-TZVPD basis",
  "gap_ev": 11.366,
  "max_force_ha_per_bohr": 0.071,
  "multiplicity": 1,
  "de_lowest_kcal_mol": 12.6,
  "e_homo_ev": -10.53,
  "elements": ["C", "C", "O", "C", "O", "F", "H", "H", "H"],
  "xyz": [[0.10, -0.58, -0.04], [-0.36, 0.57, 0.34], [-1.40, 0.62, 1.26], [-1.85, 1.76, 1.72], [-1.65, 2.89, 1.47], [-2.75, 1.37, 2.67], [0.84, -0.52, -0.77], [-0.50, -1.41, 0.48], [-0.04, 1.42, -0.11]],
  "nbo_charge": [-0.44, 0.11, -0.49, 1.06, -0.56, -0.34, 0.23, 0.23, 0.19]
}



[4]
{
  "formula": "C3H3FOS",
  "method": "the ωB97M-V functional and the def2-TZVPD basis",
  "gap_ev": 7.762,
  "max_force_ha_per_bohr": 0.053,
  "multiplicity": 1,
  "de_lowest_kcal_mol": 21.7,
  "e_homo_ev": -9.33,
  "elements": ["O", "C", "C", "S", "C", "F", "H", "H", "H"],
  "xyz": [[0.14, 1.08, 1.43], [0.04, 0.48, 0.41], [-1.03, 0.89, -0.54], [-1.86, 0.04, -1.65], [0.88, -0.83, 0.29], [1.08, -1.19, -1.01], [-1.31, 1.94, -0.41], [1.82, -0.72, 0.84], [0.25, -1.69, 0.63]],
  "nbo_charge": [-0.48, 0.47, -0.38, 0.16, -0.03, -0.35, 0.22, 0.20, 0.20]
}



[5]
{
  "formula": "C3H3GaO2",
  "method": "the ωB97M-V functional and the def2-TZVPD basis",
  "gap_ev": [9.641, 6.724],
  "max_force_ha_per_bohr": 0.091,
  "multiplicity": 2,
  "de_lowest_kcal_mol": 0.0,
  "e_homo_ev": [-15.19, -15.18],
  "charge": 1,
  "elements": ["C", "C", "H", "H", "H", "O", "C", "O", "Ga"],
  "xyz": [[-0.67, -0.42, 0.05], [-1.42, 0.69, -0.05], [-1.00, 1.61, -0.45], [-1.11, -1.39, 0.28], [-2.46, 0.70, 0.27], [1.49, -1.40, -0.15], [0.81, -0.35, 0.05], [1.40, 0.77, 0.08], [2.96, -0.22, -0.09]],
  "nbo_charge": [-0.36, -0.17, 0.22, 0.26, 0.24, -0.70, 0.75, -0.73, 1.49]
}



[6]
{
  "formula": "C3H3HgO3",
  "method": "the ωB97M-V functional and the def2-TZVPD basis",
  "gap_ev": [9.678, 6.464],
  "max_force_ha_per_bohr": 0.105,
  "multiplicity": 2,
  "de_lowest_kcal_mol": 88.7,
  "e_homo_ev": [-9.96, -10.01],
  "elements": ["H", "O", "C", "O", "O", "Hg", "H", "C", "C", "H"],
  "xyz": [[1.70, -0.47, 2.83], [1.14, -1.56, 0.77], [0.95, -0.38, 1.01], [1.36, 0.19, 2.19], [0.43, 0.54, 0.28], [1.31, 2.37, 1.30], [-2.62, 0.19, -2.02], [-1.50, -0.24, -2.12], [-2.09, -0.68, -3.13], [-0.69, 0.05, -1.13]],
  "nbo_charge": [0.52, -0.62, 0.95, -0.81, -0.82, 0.82, 0.33, -0.70, -0.02, 0.35]
}